Density functional theory data (ωB97M-V/def2-TZVPD) for a 2-piece molecular cluster, C3H2F5O3S overall in a non-equilibrium geometry.

ORCA input file:
```
! wB97M-V def2-TZVPD RIJCOSX def2/J DEFGRID3
* xyz -1 1
C -0.34920 0.95800 0.89633
C -1.30995 1.29158 -0.23794
C -2.55927 0.85368 -0.25074
O 4.38751 0.90907 -1.14021
O 1.93239 0.48007 -1.08720
O 2.99330 1.55539 0.78573
F -0.90393 -0.06407 1.59043
F -1.02315 2.17470 -1.15135
F -3.51371 1.40542 -1.15754
F 3.41264 -0.71357 0.48165
F -3.19023 0.04786 0.53569
S 3.19576 0.72149 -0.32281
H -0.32751 1.78902 1.62535
H 0.63701 0.58792 0.41010
*
```

The value obtained for the HOMO-LUMO gap is 9.378 eV. The calculation puts the LUMO energy at 3.38 eV. As for the total energy: -33709.463 eV. The value obtained for the HOMO energy is -6.00 eV.



Density functional theory data (ωB97M-V/def2-TZVPD) for a single C4H10O molecule in a non-equilibrium geometry.

ORCA input file:
```
! wB97M-V def2-TZVPD RIJCOSX def2/J DEFGRID3
* xyz 0 1
C -2.14620 0.27057 0.54391
C -1.09576 -0.38640 -0.34079
C 0.23456 -0.03627 0.25809
O 1.28382 -0.73019 -0.42371
C 2.54602 -0.07860 -0.50506
H -1.82282 1.24863 0.92948
H -2.93213 0.47828 -0.18338
H -2.54474 -0.34612 1.36026
H -1.30437 -0.04962 -1.35704
H -1.20362 -1.47868 -0.31836
H -0.21918 -0.16824 1.37397
H 0.49564 1.02616 0.26399
H 3.24609 -0.72930 -1.04994
H 2.51063 0.88376 -1.04760
H 2.95205 0.09601 0.49616
*
```

The value obtained for the HOMO-LUMO gap is 10.756 eV. The calculation puts the LUMO energy at 1.15 eV. As for the total energy: -6356.016 eV. The value obtained for the HOMO energy is -9.61 eV.



Density functional theory data (ωB97M-V/def2-TZVPD) for C38H51ClN9O3PSV as an isolated structure in a non-equilibrium geometry.

ORCA input file:
```
! wB97M-V def2-TZVPD RIJCOSX def2/J DEFGRID3
* xyz 0 4
V -0.82716 -1.54133 0.03567
C 1.75383 -2.45034 1.54839
C 0.89202 -2.27709 2.79327
C 0.21008 -0.93672 2.85818
C 0.24054 -0.19822 4.02860
C -0.29550 1.07963 4.04487
C -0.81366 1.59379 2.87259
C -0.81548 0.79423 1.74482
N -0.35380 -0.46011 1.73802
N 1.10101 -2.68167 0.23375
C 2.22035 -2.49566 -0.72090
C 1.97437 -2.80675 -2.16975
C 2.89384 -3.57187 -2.88094
C 2.70846 -3.72830 -4.24598
C 1.61138 -3.13151 -4.83935
C 0.72852 -2.41885 -4.03893
N 0.90658 -2.25643 -2.73136
C 0.57313 -4.05485 0.13002
C -0.66300 -4.21951 0.97451
C -0.94056 -5.37387 1.68242
C -2.05467 -5.40457 2.51031
C -2.84006 -4.26899 2.62423
C -2.49396 -3.14216 1.89884
N -1.43103 -3.12235 1.08632
H 2.45390 -3.28135 1.72133
H 2.32781 -1.52893 1.43210
H 1.59015 -2.31880 3.63420
H 0.19139 -3.09902 2.95048
H 0.69946 -0.62227 4.91206
H -0.29026 1.66399 4.95520
H -1.22652 2.58896 2.81752
H -1.18583 1.17125 0.79930
H 3.06425 -3.11209 -0.37807
H 2.50579 -1.44302 -0.63702
H 3.73742 -4.02511 -2.37685
H 3.41031 -4.30671 -4.83246
H 1.43273 -3.21342 -5.90189
H -0.14719 -1.94423 -4.45586
H 1.33118 -4.79356 0.42805
H 0.32670 -4.22771 -0.92063
H -0.28671 -6.23012 1.59057
H -2.29259 -6.29776 3.07076
H -3.70802 -4.24174 3.26644
H -3.06350 -2.22137 1.96246
C -4.72592 5.54897 -1.82441
C -4.53818 4.15264 -1.30108
C -3.34347 3.47574 -1.51724
C -3.15471 2.18503 -1.04902
C -4.18022 1.56126 -0.35363
C -5.38200 2.21816 -0.12433
C -5.55310 3.50717 -0.59951
S -3.97414 -0.06833 0.30658
O -3.60946 0.06702 1.70062
O -5.17926 -0.81404 0.03243
N -2.69610 -0.68121 -0.44950
C -2.89808 -1.47099 -1.56897
C -3.92079 -1.35628 -2.51972
C -3.96595 -2.27639 -3.53814
C -3.00387 -3.28616 -3.61197
C -2.00499 -3.29280 -2.66612
N -1.94141 -2.40454 -1.67344
H -3.98703 6.22671 -1.39566
H -5.71656 5.93215 -1.58568
H -4.60179 5.57674 -2.90740
H -2.53897 3.94684 -2.06926
H -2.21278 1.68761 -1.23547
H -6.17589 1.71537 0.40986
H -6.49153 4.02048 -0.42795
H -4.65478 -0.57065 -2.43592
H -4.74895 -2.21385 -4.28266
H -3.02052 -4.03110 -4.39432
H -1.20947 -4.02895 -2.70442
C 2.05447 4.18284 2.55467
N 1.83672 3.32698 1.41161
C 0.75261 3.76599 0.54267
P 2.78641 2.06118 0.95382
O 2.14799 0.73126 0.82285
N 3.46464 2.53083 -0.48063
C 4.04395 1.53964 -1.36240
C 3.57296 3.88841 -0.96393
N 3.97039 1.98971 2.13833
C 5.12624 2.85655 2.03019
C 4.22953 0.73964 2.81971
H 2.40427 5.17674 2.24560
H 2.77654 3.74520 3.23913
H 1.11197 4.31972 3.09395
H -0.19648 3.72706 1.08428
H 0.66033 3.12048 -0.34653
H 0.91783 4.80390 0.23132
H 5.12506 1.68897 -1.47059
H 3.86144 0.54300 -0.96510
H 3.58300 1.59769 -2.35302
H 3.13861 4.58386 -0.25085
H 3.03917 3.99746 -1.91326
H 4.62213 4.16571 -1.12323
H 4.85851 3.79723 1.55127
H 5.93371 2.39814 1.44537
H 5.51556 3.08716 3.02570
H 3.30293 0.17681 2.91250
H 4.61992 0.94246 3.82059
H 4.96501 0.12164 2.28745
Cl -0.82208 1.16703 -3.38829
C 0.10555 1.22396 -1.76508
H 1.11114 0.86992 -2.03079
H -0.34576 0.36274 -1.22629
*
```

The value obtained for the HOMO-LUMO gap (spin up / spin down) is 5.523 / 5.322 eV. The calculation puts the LUMO energy (spin up / spin down) at 0.22 / 0.01 eV. Its expectation value of S² is 3.76. As for the total energy: -118123.034 eV. The value obtained for the HOMO energy (spin up / spin down) is -5.31 / -5.31 eV.



Density functional theory data (ωB97M-V/def2-TZVPD) for C17H17AsIrN4O6S as an isolated structure.

ORCA input file:
```
! wB97M-V def2-TZVPD RIJCOSX def2/J DEFGRID3
* xyz -1 1
Ir 0.16956 0.13340 0.21443
O -2.72237 -2.08844 -1.77043
As -1.24345 -1.86915 -0.86557
O -1.47293 -0.98864 0.57653
O -0.28947 -0.74716 -1.66609
C -0.83130 -3.68467 -0.44320
C -1.89903 -4.57033 -0.38660
C -1.69120 -5.85801 0.08904
C -0.42886 -6.24409 0.50903
C 0.63589 -5.35376 0.45199
C 0.44286 -4.06910 -0.02542
S 1.85221 -2.95699 -0.12775
O 2.90603 -3.60019 0.60967
O 2.05781 -2.77074 -1.54303
O 1.36031 -1.73511 0.55438
H -2.90256 -1.27627 -2.26203
H -2.88255 -4.25884 -0.71018
H -2.52018 -6.55187 0.13767
H -0.26951 -7.24513 0.88948
H 1.62768 -5.63270 0.78013
N 0.47677 0.58148 2.14191
C 0.93437 0.78544 3.19062
N 1.47220 1.01286 4.33202
C 1.01789 1.99269 5.09652
N 0.70347 2.85170 5.80802
C 2.18238 3.62064 -1.62666
N 2.14038 2.86056 -0.39277
C 2.14312 1.44617 -0.67459
C 1.06599 3.27893 0.51126
C -0.34410 3.07647 -0.00868
C -1.08142 4.19725 -0.38252
C -2.34242 4.08329 -0.94579
C -2.86965 2.81928 -1.15566
C -2.14238 1.69439 -0.79113
C -0.87815 1.78666 -0.20407
H 3.07320 3.34380 -2.19394
H 2.24254 4.68530 -1.39396
H 1.30122 3.45842 -2.26718
H 3.10496 1.11178 -1.06290
H 1.41445 1.15725 -1.45750
H 2.04463 0.87031 0.27606
H 1.22600 4.33774 0.72551
H 1.21144 2.73962 1.44488
H -0.65131 5.18065 -0.21852
H -2.90503 4.96893 -1.21438
H -3.85250 2.70455 -1.59842
H -2.58702 0.72164 -0.95017
*
```

The value obtained for the HOMO-LUMO gap is 7.924 eV. The calculation puts the LUMO energy at 2.35 eV. As for the total energy: -110664.021 eV. The value obtained for the HOMO energy is -5.57 eV.



Density functional theory data (ωB97M-V/def2-TZVPD) for a 2-piece molecular cluster, C7H15NO2 overall in a non-equilibrium geometry.

ORCA input file:
```
! wB97M-V def2-TZVPD RIJCOSX def2/J DEFGRID3
* xyz 0 1
C -0.81865 -0.41446 0.74866
C -0.94191 -0.67315 -0.80092
C 1.33409 0.97947 -1.84113
C -2.07267 0.35005 1.21482
C -0.69174 -1.74095 1.49463
C 2.32661 0.00322 -1.34779
C 0.40478 0.45155 1.02864
N 0.48692 1.60931 0.24538
O -0.88552 0.45198 -1.57556
O 1.28880 0.18740 1.81807
H -0.33919 1.80034 -0.32726
H 1.05983 2.35059 0.62793
H -1.90566 -1.20290 -0.92485
H -0.16982 -1.42292 -1.07729
H 1.61768 2.02369 -1.85780
H 0.70874 0.68564 -2.67183
H 0.23082 -2.25708 1.22433
H -1.97926 0.68234 2.25050
H -2.27016 1.21224 0.57735
H -2.93920 -0.31035 1.14238
H -0.67593 -1.58568 2.57376
H -1.53644 -2.38668 1.24777
H 1.84850 -0.92480 -1.03112
H 2.94632 0.38765 -0.54117
H 2.97306 -0.25650 -2.19749
*
```

The value obtained for the HOMO-LUMO gap is 7.830 eV. The calculation puts the LUMO energy at -0.63 eV. As for the total energy: -13084.237 eV. The value obtained for the HOMO energy is -8.46 eV.



Density functional theory data (ωB97M-V/def2-TZVPD) for C18H17BBr12NO5PS as an isolated structure in a non-equilibrium geometry.

ORCA input file:
```
! wB97M-V def2-TZVPD RIJCOSX def2/J DEFGRID3
* xyz 0 1
C -4.57542 -1.71973 1.06245
C -3.46458 -1.25658 0.96867
C -2.15186 -0.89252 0.41921
C -2.01069 0.27381 -0.38074
C -3.19903 1.18328 -0.70028
C -3.45760 2.27175 0.07189
C -0.76096 0.68111 -0.90308
C 0.41444 -0.09022 -0.62050
B 1.86041 0.34293 -1.14596
O 2.13254 1.70789 -1.16650
C 2.99238 -0.61415 -1.68272
C 4.20162 -0.50008 -0.65478
C 0.22135 -1.23559 0.16859
C -1.02935 -1.67743 0.71450
C -0.87361 -2.94348 1.56787
O -1.70780 -3.70206 1.94287
N 0.55256 -3.01774 1.79168
P 1.14572 -2.53267 3.33665
O -0.02045 -2.59830 4.47571
O 1.77689 -1.00396 3.22484
S 2.62494 -3.68144 3.78866
C 1.20823 -2.28894 0.69824
O 2.30201 -2.60940 0.36398
H -5.57389 -2.06808 1.24714
H -3.85564 0.90208 -1.53950
H -3.62222 2.18495 1.16345
H -3.50244 3.29646 -0.33866
H -0.64594 1.58363 -1.53267
H 1.33299 2.18449 -0.89179
H 2.69376 -1.66557 -1.79023
H 3.36843 -0.25659 -2.66491
H 4.82930 -1.40343 -0.64268
H 3.75578 -0.36082 0.35526
H 4.77304 0.42362 -0.84663
H -0.03287 -1.75529 4.95914
H 1.03916 -0.38350 3.06022
C 5.31619 3.74009 -1.04003
Br 3.72170 4.07121 -0.00013
Br 6.70638 2.92891 0.02451
Br 4.94728 2.71966 -2.63714
H 5.68595 4.70411 -1.36394
C -0.71331 4.90366 -2.03753
Br -0.63167 4.08610 -0.28885
Br 0.72495 4.29260 -3.16825
Br -2.43927 4.64895 -2.86283
H -0.58055 5.96889 -1.89746
C 1.48383 -2.48875 -5.28949
Br 0.34288 -2.51132 -6.84673
Br 0.57051 -1.78244 -3.74292
Br 2.24776 -4.22399 -4.93393
H 2.30533 -1.81793 -5.50696
C -6.46258 -1.25498 4.85521
Br -5.13292 -1.92371 3.61614
Br -6.33277 0.65888 5.07001
Br -8.24356 -1.80060 4.34901
H -6.25735 -1.69774 5.82191
*
```

The value obtained for the HOMO-LUMO gap is 7.673 eV. The calculation puts the LUMO energy at -0.84 eV. As for the total energy: -891976.500 eV. The value obtained for the HOMO energy is -8.51 eV.



The highest total energy belongs to which entry? C4H10O